[1]
9 unconnected molecules or ions with the total composition C67H69F2N8O2Si at a distorted geometry. Source: the Open Molecules 2025 dataset; level of theory: the ωB97M-V functional and the def2-TZVPD basis.

Geometry (Å):
C (3.265, -4.721, 2.134)
Si (3.528, -3.653, 3.714)
C (4.494, -4.793, 4.976)
C (1.908, -3.110, 4.612)
C (0.642, -2.873, 3.602)
C (-0.840, -3.092, 4.260)
F (-1.635, -3.880, 3.274)
F (-0.833, -3.922, 5.519)
C (-1.594, -1.667, 4.708)
C (-3.143, -1.986, 5.128)
C (-4.281, -1.650, 4.007)
C (-4.643, -2.940, 3.006)
C (-4.813, -4.494, 3.568)
C (-5.143, -5.808, 2.645)
C (-5.312, -5.572, 1.027)
C (-5.178, -4.030, 0.425)
C (-4.836, -2.711, 1.391)
O (-1.520, -0.762, 3.512)
C (-1.211, 0.562, 4.148)
O (-1.110, 0.637, 5.505)
C (-0.964, 1.919, 3.262)
C (-1.792, 3.281, 3.647)
C (-1.584, 4.636, 2.726)
C (-0.517, 4.632, 1.454)
C (0.306, 3.215, 1.122)
C (0.086, 1.825, 2.003)
C (4.726, -2.211, 3.263)
C (5.070, -1.937, 1.650)
C (6.137, -0.731, 1.242)
C (6.811, 0.128, 2.478)
C (6.467, -0.102, 4.074)
C (5.406, -1.304, 4.449)
H (2.792, -5.738, 2.472)
H (4.298, -4.887, 1.574)
H (2.496, -4.217, 1.396)
H (4.582, -4.202, 6.006)
H (5.553, -5.050, 4.537)
H (3.912, -5.814, 5.176)
H (2.150, -2.046, 5.098)
H (1.725, -3.867, 5.484)
H (0.810, -1.838, 3.075)
H (0.745, -3.690, 2.737)
H (-3.382, -1.295, 6.072)
H (-3.316, -3.097, 5.526)
H (-4.114, -0.675, 3.382)
H (-5.296, -1.467, 4.610)
H (-4.667, -4.677, 4.725)
H (-5.227, -6.912, 3.081)
H (-5.524, -6.512, 0.362)
H (-5.293, -3.819, -0.743)
H (-4.742, -1.645, 0.867)
H (-2.535, 3.318, 4.570)
H (-2.195, 5.608, 2.966)
H (-0.352, 5.578, 0.785)
H (1.066, 3.191, 0.218)
H (0.641, 0.822, 1.759)
H (4.594, -2.595, 0.776)
H (6.378, -0.557, 0.093)
H (7.587, 0.969, 2.217)
H (6.930, 0.514, 4.964)
H (5.101, -1.587, 5.565)
N (-4.975, 0.746, 0.856)
C (-4.257, 1.783, 1.339)
C (-3.848, 2.862, 0.571)
C (-4.193, 2.878, -0.777)
C (-4.931, 1.823, -1.304)
C (-5.297, 0.790, -0.455)
H (-4.010, 1.723, 2.395)
H (-3.275, 3.669, 1.012)
H (-3.890, 3.706, -1.411)
H (-5.215, 1.805, -2.350)
H (-5.876, -0.054, -0.818)
N (0.650, 3.218, -3.518)
C (1.477, 2.548, -4.351)
C (1.909, 1.251, -4.128)
C (1.472, 0.599, -2.980)
C (0.622, 1.263, -2.102)
C (0.241, 2.558, -2.413)
H (1.793, 3.100, -5.231)
H (2.572, 0.760, -4.833)
H (1.791, -0.418, -2.771)
H (0.264, 0.783, -1.198)
H (-0.425, 3.117, -1.761)
N (3.672, 0.779, -7.036)
C (4.064, -0.492, -7.274)
C (4.714, -0.894, -8.430)
C (4.976, 0.063, -9.405)
C (4.582, 1.380, -9.189)
C (3.941, 1.686, -7.999)
H (3.835, -1.202, -6.485)
H (5.009, -1.928, -8.567)
H (5.482, -0.215, -10.324)
H (4.771, 2.149, -9.929)
H (3.618, 2.701, -7.783)
N (-8.233, -7.402, 5.698)
C (-7.669, -6.474, 4.895)
C (-8.351, -5.804, 3.892)
C (-9.694, -6.107, 3.695)
C (-10.304, -7.060, 4.505)
C (-9.539, -7.673, 5.484)
H (-6.618, -6.275, 5.086)
H (-7.848, -5.066, 3.279)
H (-10.262, -5.604, 2.918)
H (-11.349, -7.319, 4.376)
H (-9.970, -8.422, 6.144)
N (0.921, 5.066, -7.376)
C (0.472, 5.726, -8.466)
C (-0.695, 6.472, -8.489)
C (-1.454, 6.543, -7.326)
C (-1.019, 5.873, -6.187)
C (0.165, 5.156, -6.261)
H (1.097, 5.637, -9.350)
H (-1.007, 6.983, -9.393)
H (-2.376, 7.117, -7.306)
H (-1.587, 5.908, -5.264)
H (0.548, 4.618, -5.398)
N (3.510, 3.402, -12.274)
C (2.526, 3.732, -11.408)
C (1.176, 3.635, -11.703)
C (0.808, 3.177, -12.964)
C (1.798, 2.832, -13.878)
C (3.122, 2.959, -13.490)
H (2.863, 4.087, -10.439)
H (0.428, 3.911, -10.968)
H (-0.241, 3.089, -13.232)
H (1.545, 2.472, -14.869)
H (3.931, 2.699, -14.167)
N (4.230, -4.390, 9.128)
C (3.932, -5.697, 8.957)
C (2.761, -6.286, 9.409)
C (1.840, -5.489, 10.080)
C (2.120, -4.140, 10.273)
C (3.315, -3.641, 9.782)
H (4.683, -6.277, 8.430)
H (2.573, -7.340, 9.241)
H (0.912, -5.915, 10.450)
H (1.423, -3.492, 10.793)
H (3.578, -2.594, 9.904)
N (1.015, 8.304, 0.181)
C (1.369, 7.245, -0.580)
C (2.674, 6.800, -0.721)
C (3.679, 7.483, -0.045)
C (3.346, 8.579, 0.745)
C (2.012, 8.946, 0.827)
H (0.550, 6.748, -1.091)
H (2.901, 5.942, -1.344)
H (4.714, 7.165, -0.132)
H (4.106, 9.133, 1.285)
H (1.701, 9.792, 1.433)

Cartesian forces (eV/Å) of the 2 atoms listed first:
-0.369 -0.335 -1.065
0.266 -0.784 0.566

Output
LUMO energy in eV: 1.643
Net charge: -1
Kohn-Sham gap in eV: 4.318

Mulliken atomic charge list, values in e, 2 entries: -1.01, 0.31

***

[2]
A molecular structure, C67H77MgN5O2P2Se at a distorted geometry. Source: the Open Molecules 2025 dataset; level of theory: the ωB97M-V functional and the def2-TZVPD basis.

Geometry (Å):
Mg (1.614, 0.366, 0.749)
C (-4.460, 0.753, -0.434)
N (-4.039, 1.176, -1.771)
C (-3.077, 0.400, -2.544)
P (-1.255, 0.616, -2.014)
C (-0.472, 0.015, -3.575)
C (-0.302, 0.665, -4.796)
C (0.338, 0.029, -5.851)
C (0.825, -1.261, -5.706)
C (0.670, -1.920, -4.496)
C (0.026, -1.283, -3.449)
C (-1.259, 2.460, -1.997)
C (-1.451, 3.326, -3.070)
C (-1.422, 4.700, -2.889)
C (-1.220, 5.235, -1.627)
C (-1.049, 4.388, -0.542)
C (-1.063, 3.015, -0.729)
C (-4.715, 2.249, -2.330)
C (-4.439, 2.717, -3.625)
C (-5.065, 3.836, -4.141)
C (-6.009, 4.532, -3.403)
C (-6.344, 4.050, -2.149)
C (-5.725, 2.928, -1.625)
P (-3.271, -0.121, 0.743)
C (-4.180, 0.359, 2.269)
C (-4.309, 1.723, 2.543)
C (-4.818, 2.164, 3.752)
C (-5.243, 1.245, 4.698)
C (-5.135, -0.111, 4.432)
C (-4.566, -0.553, 3.247)
C (-3.886, -1.841, 0.484)
C (-5.228, -2.200, 0.620)
C (-5.643, -3.487, 0.323)
C (-4.726, -4.431, -0.122)
C (-3.389, -4.090, -0.245)
C (-2.971, -2.803, 0.066)
H (-5.345, 0.109, -0.520)
H (-4.735, 1.648, 0.119)
H (-3.139, 0.671, -3.594)
H (-3.325, -0.666, -2.462)
H (-0.633, 1.680, -4.940)
H (0.469, 0.557, -6.787)
H (1.339, -1.738, -6.531)
H (1.063, -2.920, -4.363)
H (-0.063, -1.785, -2.495)
H (-1.630, 2.948, -4.063)
H (-1.564, 5.352, -3.741)
H (-1.206, 6.309, -1.490)
H (-0.884, 4.797, 0.445)
H (-0.904, 2.350, 0.117)
H (-3.723, 2.209, -4.250)
H (-4.805, 4.166, -5.139)
H (-6.481, 5.419, -3.803)
H (-7.106, 4.550, -1.565)
H (-6.054, 2.586, -0.655)
H (-3.997, 2.450, 1.802)
H (-4.880, 3.226, 3.952)
H (-5.659, 1.584, 5.639)
H (-5.499, -0.828, 5.152)
H (-4.434, -1.613, 3.071)
H (-5.950, -1.471, 0.968)
H (-6.687, -3.753, 0.429)
H (-5.058, -5.431, -0.369)
H (-2.674, -4.825, -0.591)
H (-1.926, -2.528, -0.018)
C (0.816, -4.733, -0.824)
C (1.889, -3.747, -1.210)
C (3.105, -4.201, -1.743)
C (4.052, -3.268, -2.173)
C (5.332, -3.728, -2.824)
C (3.825, -1.911, -2.010)
C (2.653, -1.404, -1.386)
C (1.695, -2.398, -1.016)
N (2.358, -0.116, -1.100)
C (3.058, 1.021, -1.704)
C (4.494, 1.242, -1.180)
C (5.088, 2.523, -1.773)
C (4.248, 3.735, -1.362)
C (2.822, 3.547, -1.881)
C (2.822, 3.435, -3.407)
C (3.680, 2.239, -3.823)
C (5.109, 2.419, -3.301)
C (3.080, 0.955, -3.244)
C (2.243, 2.261, -1.303)
H (1.201, -5.753, -0.820)
H (-0.013, -4.689, -1.535)
H (0.412, -4.502, 0.164)
H (3.266, -5.261, -1.913)
H (5.484, -4.798, -2.691)
H (6.195, -3.199, -2.417)
H (5.301, -3.523, -3.896)
H (4.595, -1.239, -2.358)
H (0.774, -2.048, -0.556)
H (5.134, 0.397, -1.441)
H (4.459, 1.306, -0.092)
H (6.111, 2.643, -1.401)
H (4.684, 4.648, -1.779)
H (4.232, 3.836, -0.273)
H (2.200, 4.393, -1.571)
H (3.208, 4.354, -3.858)
H (1.793, 3.293, -3.754)
H (3.698, 2.163, -4.916)
H (5.553, 3.323, -3.730)
H (5.726, 1.570, -3.610)
H (3.661, 0.099, -3.589)
H (2.061, 0.816, -3.609)
H (1.219, 2.124, -1.651)
H (2.224, 2.326, -0.202)
C (0.489, 1.244, 2.367)
C (0.764, 2.660, 2.666)
C (-0.248, 3.628, 2.698)
C (0.008, 4.937, 3.078)
C (1.289, 5.325, 3.442)
C (2.315, 4.389, 3.390)
C (2.060, 3.086, 3.004)
H (-0.582, 1.029, 2.382)
H (0.962, 0.615, 3.129)
H (-1.261, 3.341, 2.434)
H (-0.803, 5.656, 3.109)
H (1.486, 6.340, 3.763)
H (3.323, 4.680, 3.664)
H (2.874, 2.369, 2.960)
C (-2.297, -5.347, 3.454)
N (-1.985, -4.428, 4.522)
C (-2.669, -4.291, 5.713)
C (-2.097, -3.274, 6.389)
N (-1.067, -2.787, 5.614)
C (-0.242, -1.635, 5.899)
C (-0.990, -3.506, 4.470)
Se (0.265, -3.309, 3.174)
H (-2.728, -6.258, 3.865)
H (-1.377, -5.582, 2.921)
H (-2.995, -4.898, 2.744)
H (-3.497, -4.924, 5.975)
H (-2.337, -2.857, 7.350)
H (-0.510, -1.236, 6.874)
H (-0.395, -0.871, 5.135)
H (0.810, -1.917, 5.894)
O (3.687, 0.206, 1.777)
C (3.331, -0.970, 1.740)
O (2.137, -1.387, 1.739)
C (4.403, -2.107, 1.690)
N (3.636, -3.369, 1.503)
C (3.863, -4.247, 2.673)
C (4.176, -3.250, 3.783)
C (5.082, -2.249, 3.058)
H (5.091, -1.915, 0.871)
H (3.732, -3.812, 0.575)
H (2.653, -2.964, 1.547)
H (4.719, -4.899, 2.492)
H (2.974, -4.844, 2.868)
H (4.656, -3.716, 4.640)
H (3.254, -2.763, 4.107)
H (6.089, -2.659, 2.954)
H (5.151, -1.281, 3.550)

Cartesian forces (eV/Å) of the 2 atoms listed first:
-0.442 0.099 0.188
0.129 -0.110 -0.407

Output
LUMO energy in eV: 0.288
Kohn-Sham gap in eV: 6.808

Mulliken atomic charge list, values in e, 2 entries: 1.35, -1.49

***

[3]
A molecular structure, C67H84As2BrN2O10S3SbSi2Y at a distorted geometry. Source: the Open Molecules 2025 dataset; level of theory: the ωB97M-V functional and the def2-TZVPD basis.

Geometry (Å):
Y (1.208, -0.079, 0.591)
C (0.864, 1.893, -6.991)
C (1.798, 1.093, -6.069)
C (1.699, -0.382, -6.468)
C (3.247, 1.550, -6.286)
C (1.400, 1.327, -4.616)
C (1.109, 0.291, -3.748)
C (0.689, 0.534, -2.439)
N (0.226, -0.503, -1.617)
C (-0.562, -1.396, -2.275)
C (-1.270, -1.046, -3.450)
C (-1.828, -1.985, -4.282)
C (-1.576, -3.327, -3.994)
C (-1.105, -3.727, -2.745)
C (-0.777, -2.727, -1.823)
O (-0.818, -2.944, -0.447)
C (-0.798, -5.220, -2.571)
C (0.585, -5.420, -3.221)
C (-1.838, -6.105, -3.285)
C (-0.699, -5.741, -1.139)
C (-2.731, -1.616, -5.451)
C (-2.888, -0.102, -5.619)
C (-4.117, -2.214, -5.171)
C (-2.181, -2.186, -6.764)
C (0.725, 1.862, -1.908)
O (0.520, 2.008, -0.629)
C (0.939, 2.928, -2.824)
C (1.274, 2.630, -4.134)
C (0.773, 4.372, -2.358)
C (1.870, 4.698, -1.340)
C (0.882, 5.412, -3.484)
C (-0.607, 4.517, -1.701)
H (1.061, 1.655, -8.037)
H (0.997, 2.963, -6.856)
H (-0.175, 1.654, -6.775)
H (1.924, -0.501, -7.528)
H (0.701, -0.767, -6.281)
H (2.408, -0.982, -5.904)
H (3.535, 1.430, -7.331)
H (3.920, 0.957, -5.670)
H (3.370, 2.594, -6.008)
H (1.176, -0.739, -4.063)
H (-1.369, 0.008, -3.655)
H (-1.829, -4.074, -4.728)
H (0.594, -5.016, -4.231)
H (0.841, -6.479, -3.261)
H (1.346, -4.906, -2.635)
H (-1.703, -6.122, -4.364)
H (-2.843, -5.755, -3.060)
H (-1.744, -7.129, -2.928)
H (0.009, -5.162, -0.557)
H (-0.337, -6.768, -1.167)
H (-1.666, -5.735, -0.645)
H (-3.329, 0.341, -4.729)
H (-3.537, 0.112, -6.468)
H (-1.924, 0.368, -5.797)
H (-4.511, -1.811, -4.241)
H (-4.056, -3.293, -5.068)
H (-4.814, -1.978, -5.976)
H (-1.210, -1.748, -6.984)
H (-2.855, -1.957, -7.589)
H (-2.061, -3.264, -6.708)
H (1.456, 3.446, -4.815)
H (1.785, 4.032, -0.485)
H (1.785, 5.727, -0.987)
H (2.852, 4.561, -1.792)
H (1.872, 5.394, -3.937)
H (0.723, 6.406, -3.062)
H (0.135, 5.248, -4.261)
H (-0.723, 3.755, -0.936)
H (-1.395, 4.382, -2.442)
H (-0.720, 5.498, -1.239)
S (3.353, -4.548, 2.001)
Sb (1.988, -3.338, 0.627)
S (3.279, -1.489, -0.140)
S (0.182, -1.929, 2.196)
C (-2.985, -6.285, 3.560)
C (-1.707, -6.114, 3.055)
C (-1.466, -5.151, 2.088)
C (-2.489, -4.353, 1.597)
C (-3.766, -4.534, 2.124)
C (-4.015, -5.482, 3.097)
Si (-2.323, -3.118, 0.179)
C (-3.380, -1.637, 0.688)
C (-4.293, -1.085, -0.205)
C (-5.218, -0.145, 0.207)
C (-5.249, 0.259, 1.531)
C (-4.342, -0.271, 2.432)
C (-3.422, -1.213, 2.011)
H (-3.185, -7.051, 4.298)
H (-0.889, -6.733, 3.402)
H (-0.461, -5.017, 1.717)
H (-4.577, -3.918, 1.762)
H (-5.019, -5.605, 3.486)
H (-3.126, -3.692, -0.937)
H (-4.281, -1.412, -1.236)
H (-5.922, 0.269, -0.505)
H (-5.973, 0.990, 1.866)
H (-4.355, 0.049, 3.465)
H (-2.728, -1.635, 2.722)
Br (-3.245, 3.315, 3.711)
C (-2.740, 2.510, 2.095)
C (-3.377, 2.895, 0.928)
C (-3.037, 2.223, -0.233)
C (-2.095, 1.208, -0.167)
N (-1.468, 0.868, 0.952)
C (-1.787, 1.504, 2.070)
H (-4.122, 3.680, 0.937)
H (-3.504, 2.480, -1.173)
H (-1.824, 0.653, -1.054)
H (-1.270, 1.215, 2.979)
C (3.950, 1.303, -1.626)
O (3.257, 1.614, -0.418)
C (3.800, 2.640, 0.254)
O (4.790, 3.220, -0.169)
C (3.191, 2.972, 1.545)
C (4.040, 3.651, 2.357)
As (4.230, 3.524, 4.323)
C (2.909, 4.929, 4.851)
C (3.185, 1.892, 4.252)
C (1.815, 2.235, 3.949)
As (1.386, 2.337, 2.032)
C (0.584, 4.196, 2.057)
C (0.742, 2.427, 4.817)
O (-0.409, 2.660, 4.395)
O (0.798, 2.303, 6.198)
C (1.981, 1.984, 6.875)
C (3.666, 0.839, 3.423)
O (2.927, 0.260, 2.582)
O (4.892, 0.286, 3.549)
C (5.828, 0.834, 4.436)
C (5.373, 4.120, 1.924)
O (6.384, 3.564, 2.308)
O (5.502, 5.358, 1.394)
C (4.373, 6.028, 0.889)
H (3.356, 0.558, -2.153)
H (4.939, 0.901, -1.390)
H (4.065, 2.211, -2.227)
H (3.149, 5.831, 4.285)
H (3.027, 5.168, 5.910)
H (1.875, 4.644, 4.659)
H (1.375, 4.944, 2.155)
H (-0.112, 4.290, 2.889)
H (0.045, 4.363, 1.127)
H (1.687, 1.813, 7.913)
H (2.720, 2.797, 6.830)
H (2.450, 1.080, 6.475)
H (6.585, 0.063, 4.579)
H (5.361, 1.091, 5.401)
H (6.289, 1.734, 4.001)
H (4.612, 7.091, 0.909)
H (3.483, 5.843, 1.498)
H (4.175, 5.714, -0.136)
C (0.852, -4.039, 4.579)
Si (0.401, -2.217, 4.298)
C (1.704, -1.137, 5.144)
C (-1.312, -1.769, 4.984)
C (-2.317, -2.725, 5.087)
C (-3.583, -2.395, 5.537)
C (-3.870, -1.091, 5.908)
C (-2.882, -0.124, 5.802)
C (-1.623, -0.460, 5.339)
H (1.045, -4.253, 5.625)
H (1.750, -4.278, 4.012)
H (0.066, -4.700, 4.234)
H (1.684, -1.248, 6.225)
H (1.511, -0.096, 4.902)
H (2.702, -1.382, 4.792)
H (-2.105, -3.742, 4.794)
H (-4.349, -3.158, 5.577)
H (-4.859, -0.831, 6.263)
H (-3.083, 0.907, 6.057)
H (-0.878, 0.318, 5.252)

Cartesian forces (eV/Å) of the 2 atoms listed first:
-0.589 1.099 -1.775
0.129 -0.107 0.070

Output
2S+1: 2
LUMO energy (spin up / spin down) in eV: 3.611 / 2.616
Net charge: -2
Kohn-Sham gap (spin up / spin down) in eV: 5.426 / 4.428

Mulliken atomic charge list, values in e, 2 entries: -0.90, -1.56

***

The records above yield electronic energy values of -3671.17417 -6307.89429 -12563.39085 Eh, respectively.